1.
{"formula": "C13H24N3OPb", "method": "ωB97M-V/def2-TZVPD", "total_charge": 1, "e_above_lowest_kcal_mol": 0.0, "e_homo_ev": -12.7, "lumo_ev": -5.18, "max_force_ev_per_a": 3.7, "total_energy_ev": -25627.0654, "elements": ["Pb", "C", "O", "H", "H", "H", "C", "C", "C", "C", "N", "H", "H", "H", "H", "H", "H", "H", "C", "C", "C", "C", "N", "H", "H", "H", "H", "H", "H", "H", "C", "C", "C", "C", "N", "H", "H", "H", "H", "H", "H", "H"], "xyz": [[2.7707, 1.9921, -0.3956], [1.0709, -0.5276, 1.5518], [1.3744, 0.7881, 1.1648], [1.4139, -1.2965, 0.8543], [1.4305, -0.8541, 2.5333], [-0.0136, -0.5811, 1.6956], [1.9953, -2.7868, -3.8113], [2.4830, -2.3565, -2.4563], [3.5824, -3.1892, -1.8358], [3.1498, -4.6045, -1.8196], [2.8186, -5.7000, -1.8918], [1.7294, -3.8447, -3.7546], [2.7777, -2.6420, -4.5550], [1.0401, -2.3300, -4.0686], [1.6361, -2.2686, -1.7669], [2.7015, -1.2834, -2.4999], [3.6550, -2.8885, -0.7886], [4.5670, -3.0959, -2.2914], [-2.0186, 2.4648, 3.9162], [-0.7370, 2.7712, 3.1367], [-1.0566, 3.1736, 1.6881], [0.1389, 3.5551, 0.9758], [1.1034, 3.8450, 0.4163], [-2.7757, 3.2482, 3.8834], [-1.9171, 2.2709, 4.9847], [-2.4237, 1.5201, 3.5441], [0.0215, 1.9926, 3.1927], [-0.3014, 3.6330, 3.6491], [-1.8552, 3.9054, 1.5837], [-1.2789, 2.2593, 1.1271], [-3.4113, 0.9921, -0.6116], [-2.5415, -0.0805, 0.0370], [-1.5386, -0.6385, -0.9808], [-0.5764, 0.3774, -1.4366], [0.1490, 1.1615, -1.8544], [-3.7321, 1.6525, 0.1996], [-4.3342, 0.5910, -1.0265], [-2.8817, 1.6653, -1.2865], [-3.2484, -0.6977, 0.5878], [-1.8830, 0.3912, 0.7709], [-2.0888, -1.0985, -1.8038], [-0.9955, -1.4860, -0.5576]], "lowdin_charge": [1.455, -0.260, -0.587, 0.061, 0.078, 0.062, -0.098, -0.305, -0.174, -0.230, 0.162, 0.071, 0.087, 0.077, 0.094, 0.092, 0.109, 0.123, -0.094, -0.229, -0.147, -0.191, 0.061, 0.081, 0.080, 0.071, 0.105, 0.115, 0.144, 0.096, -0.102, -0.243, -0.165, -0.204, 0.136, 0.072, 0.084, 0.075, 0.125, 0.065, 0.133, 0.114]}


2.
{"formula": "C32H88N8O8", "method": "ωB97M-V/def2-TZVPD", "e_above_lowest_kcal_mol": 84.2, "e_homo_ev": -8.9, "lumo_ev": 0.48, "smiles": "COC[C@H](C)N.COC[C@H](C)N.COC[C@H](C)N.COC[C@H](C)N.COC[C@H](C)N.COC[C@H](C)N.COC[C@H](C)N.COC[C@H](C)N", "max_force_ev_per_a": 3.0, "total_energy_ev": -62905.1161, "elements": ["C", "O", "C", "C", "C", "N", "H", "H", "H", "H", "H", "H", "H", "H", "H", "H", "H", "C", "O", "C", "C", "C", "N", "H", "H", "H", "H", "H", "H", "H", "H", "H", "H", "H", "C", "O", "C", "C", "C", "N", "H", "H", "H", "H", "H", "H", "H", "H", "H", "H", "H", "C", "O", "C", "C", "C", "N", "H", "H", "H", "H", "H", "H", "H", "H", "H", "H", "H", "C", "O", "C", "C", "C", "N", "H", "H", "H", "H", "H", "H", "H", "H", "H", "H", "H", "C", "O", "C", "C", "C", "N", "H", "H", "H", "H", "H", "H", "H", "H", "H", "H", "H", "C", "O", "C", "C", "C", "N", "H", "H", "H", "H", "H", "H", "H", "H", "H", "H", "H", "C", "O", "C", "C", "C", "N", "H", "H", "H", "H", "H", "H", "H", "H", "H", "H", "H"], "xyz": [[-2.3759, 2.4196, 2.2953], [-2.8204, 2.4793, 3.6299], [-3.0003, 3.8249, 4.0645], [-3.8606, 3.9029, 5.3616], [-5.1491, 3.0589, 5.3116], [-4.2264, 5.2855, 5.6682], [-2.2650, 1.4046, 1.9215], [-1.3819, 2.8847, 2.2906], [-2.9741, 2.9616, 1.5528], [-2.0345, 4.3331, 4.1598], [-3.5132, 4.3298, 3.2351], [-3.2797, 3.4503, 6.1688], [-4.8744, 2.0317, 5.5410], [-5.6158, 3.1177, 4.3266], [-5.8554, 3.4140, 6.0604], [-3.5373, 5.9418, 5.3065], [-5.0177, 5.4464, 5.0447], [-2.9218, 0.3220, 6.7376], [-2.6790, -0.8790, 6.0361], [-1.7978, -0.8244, 4.9517], [-1.7806, -2.1054, 4.1741], [-1.0353, -2.0803, 2.8552], [-3.1553, -2.5387, 3.7764], [-1.9961, 0.6591, 7.2141], [-3.6652, 0.1874, 7.5197], [-3.3167, 1.0009, 5.9754], [-1.9087, 0.0981, 4.3610], [-0.7989, -0.6679, 5.3990], [-1.3629, -2.8950, 4.8034], [-1.2131, -2.9150, 2.1836], [0.0529, -1.9525, 2.9173], [-1.2729, -1.1617, 2.3013], [-3.6914, -2.5878, 4.6438], [-3.5844, -1.7205, 3.3409], [-0.4076, -6.8270, -3.5987], [0.8952, -7.0280, -4.0462], [1.3119, -6.1750, -5.0657], [2.5463, -6.6253, -5.8590], [2.8892, -5.4761, -6.7951], [2.3606, -7.8801, -6.5862], [-0.7283, -7.5969, -2.9016], [-1.1537, -6.7877, -4.4038], [-0.4922, -5.8409, -3.1208], [0.4751, -6.0153, -5.7666], [1.5318, -5.1851, -4.6315], [3.2703, -6.8023, -5.0603], [2.0489, -5.1499, -7.4059], [3.6296, -5.8565, -7.5072], [3.4720, -4.6855, -6.3241], [2.2395, -8.7096, -6.0211], [1.5228, -7.8182, -7.1566], [0.5490, -3.4010, -1.5468], [0.8988, -2.0126, -1.5624], [0.2550, -1.3307, -0.4759], [0.5875, 0.1462, -0.7159], [1.9353, 0.7104, -0.2615], [-0.4882, 0.9913, -0.1849], [0.2389, -3.7067, -0.5441], [1.4862, -3.9092, -1.7705], [-0.2642, -3.5804, -2.2536], [-0.8234, -1.4194, -0.6403], [0.5717, -1.6838, 0.5057], [0.4716, 0.3823, -1.7799], [2.6784, -0.0779, -0.1407], [1.8220, 1.2143, 0.6993], [2.2403, 1.4015, -1.0425], [-1.4426, 0.7248, -0.3866], [-0.4340, 1.9737, -0.4165], [5.3491, -8.7815, -4.2463], [4.3261, -8.4109, -3.3247], [4.8644, -7.9482, -2.0751], [3.6847, -7.4455, -1.2097], [3.3964, -6.0093, -1.6143], [4.1454, -7.5081, 0.2008], [5.1598, -9.8033, -4.5771], [6.3256, -8.8445, -3.7550], [5.4514, -8.0908, -5.0830], [5.4100, -8.8125, -1.6807], [5.6208, -7.1799, -2.2580], [2.7816, -8.0459, -1.3350], [2.5411, -5.6465, -1.0354], [3.1430, -6.0700, -2.6724], [4.1817, -5.3066, -1.3367], [4.1126, -8.4880, 0.4721], [3.3544, -7.0969, 0.6968], [2.4276, 4.0086, -1.7987], [2.7765, 5.1892, -2.4729], [2.2109, 6.3702, -1.9695], [2.3911, 7.5424, -2.9062], [3.8367, 8.0725, -2.8717], [1.4313, 8.6258, -2.7040], [2.8398, 3.0971, -2.2210], [1.3413, 3.8870, -1.9326], [2.5722, 4.0553, -0.7160], [1.1244, 6.3209, -1.7991], [2.6173, 6.5643, -0.9698], [2.3257, 7.2127, -3.9500], [3.9936, 8.9896, -3.4413], [4.5657, 7.3219, -3.1776], [4.0346, 8.3733, -1.8344], [1.5193, 9.3996, -3.3400], [1.6107, 8.8829, -1.7368], [-4.9749, -0.8680, -3.1424], [-5.1179, -0.6861, -1.7574], [-5.8882, 0.4365, -1.3961], [-6.2672, 0.2678, 0.1094], [-5.0474, 0.4239, 0.9921], [-6.9297, -1.0270, 0.3496], [-5.8757, -0.7625, -3.7579], [-4.6879, -1.9079, -3.3145], [-4.1862, -0.1761, -3.4592], [-5.3540, 1.3826, -1.5345], [-6.8342, 0.3999, -1.9472], [-6.9894, 1.0624, 0.3114], [-5.1304, 0.1894, 2.0522], [-4.8732, 1.5039, 0.9079], [-4.1189, -0.0556, 0.6754], [-7.8164, -1.0281, -0.1589], [-6.4168, -1.6609, -0.2699], [2.8776, 3.6547, 2.7948], [1.7160, 4.4557, 2.8287], [1.7456, 5.5630, 1.9609], [2.7342, 6.6650, 2.3529], [2.4298, 7.2235, 3.7618], [2.4548, 7.7396, 1.4004], [2.9334, 2.9929, 3.6556], [3.7392, 4.3295, 2.8004], [2.9744, 3.0347, 1.8968], [1.8198, 5.3091, 0.8992], [0.7610, 6.0416, 1.9962], [3.7699, 6.3676, 2.1843], [3.2114, 7.9433, 3.9903], [2.3832, 6.4361, 4.5217], [1.4039, 7.5926, 3.7833], [1.4496, 7.8783, 1.4213], [2.8536, 8.6646, 1.4044]], "lowdin_charge": [-0.135, -0.205, -0.189, -0.427, -0.053, 0.029, 0.056, 0.085, 0.083, 0.123, 0.117, 0.124, 0.049, 0.082, 0.080, 0.066, 0.069, -0.082, -0.196, -0.228, -0.414, -0.086, 0.040, 0.093, 0.093, 0.054, 0.118, 0.132, 0.139, 0.074, 0.075, 0.063, 0.065, 0.062, -0.116, -0.181, -0.245, -0.433, -0.066, 0.049, 0.089, 0.087, 0.071, 0.123, 0.125, 0.115, 0.080, 0.075, 0.079, 0.070, 0.071, -0.091, -0.190, -0.185, -0.409, -0.032, 0.021, 0.084, 0.066, 0.081, 0.124, 0.113, 0.130, 0.083, 0.066, 0.046, 0.060, 0.068, -0.108, -0.214, -0.192, -0.417, -0.064, 0.025, 0.086, 0.079, 0.082, 0.119, 0.126, 0.138, 0.060, 0.069, 0.089, 0.068, 0.066, -0.117, -0.167, -0.233, -0.441, -0.072, 0.038, 0.078, 0.090, 0.069, 0.126, 0.100, 0.138, 0.068, 0.076, 0.070, 0.068, 0.065, -0.110, -0.212, -0.205, -0.421, -0.072, 0.036, 0.088, 0.088, 0.091, 0.126, 0.120, 0.133, 0.076, 0.067, 0.071, 0.067, 0.066, -0.092, -0.177, -0.218, -0.420, -0.050, 0.014, 0.092, 0.080, 0.073, 0.098, 0.126, 0.130, 0.076, 0.073, 0.079, 0.069, 0.077]}